# 1
Entry from OMol25: a cluster of 2 separate species, C4H7N6 in total at a distorted geometry (ωB97M-V/def2-TZVPD).

Summary:
Energy relative to the best compared isomer or geometry (same formula, charge and spin): 7.2228 eV
HOMO level: -12.9 eV
DFT total energy: -13186.9681 eV
Kohn-Sham gap: 7.657 eV
Spin multiplicity: 1
Net charge: +1
F_max: 0.077 hartree/bohr

XYZ file:
```
17
Properties=species:S:1:pos:R:3:forces:R:3
C -0.963541 0.115191 -2.002406 0.061 0.576 0.805
C -0.141569 -0.908608 -1.739948 -0.100 0.814 0.385
C -1.699206 1.136207 1.303584 -1.990 -1.881 0.288
C -1.247326 1.259140 -1.076873 -1.212 -2.292 -0.815
N 0.831906 -0.894570 -0.795228 3.206 -2.296 0.476
N -0.511205 0.798972 1.753026 1.347 -0.610 1.667
N 0.870496 -0.282167 0.253294 -2.215 1.587 -0.055
N -1.860916 1.250588 0.040279 -1.038 1.128 -0.920
N 0.238796 0.602754 0.715305 0.844 0.736 -0.423
N 2.296474 -0.986097 1.490435 -2.198 -2.372 1.988
H -1.335660 0.192254 -3.035816 -0.169 0.106 0.705
H 0.076937 -1.722995 -2.375049 -0.350 -0.575 -0.988
H -2.597087 0.954147 1.939881 0.985 1.051 -0.197
H -1.291543 2.146821 -1.587051 0.095 2.516 -1.221
H 1.845512 -1.051597 2.478493 1.157 0.252 -2.209
H 3.231268 -0.674244 1.561547 1.180 0.530 0.011
H 2.256662 -1.935798 1.076529 0.398 0.730 0.505
```
Positions in Å, forces in eV/Å.

These are the Löwdin partial charges, in e, on atoms 1 to 6:
1 C 0.026
2 C -0.088
3 C -0.167
4 C -0.041
5 N 0.094
6 N 0.095



# 2
Entry from OMol25: a cluster of 2 separate species, C5H10O2 in total (ωB97M-V/def2-TZVPD).

Summary:
Energy relative to the best compared isomer or geometry (same formula, charge and spin): 2.7729 eV
HOMO level: -9.8 eV
DFT total energy: -9440.2701 eV
Kohn-Sham gap: 10.546 eV
Spin multiplicity: 1
SMILES: C=C[C@@H](C)O.C=O
F_max: 0.010 hartree/bohr

XYZ file:
```
17
Properties=species:S:1:pos:R:3:forces:R:3
C -1.618506 -0.223432 1.010894 0.220 -0.058 -0.059
C -0.340435 0.143844 1.107955 -0.145 -0.061 -0.036
C 0.338732 1.124016 0.159934 0.142 0.081 0.223
C 1.779370 0.759911 -0.238385 0.017 -0.022 0.003
O -0.439766 1.405831 -0.980410 -0.087 -0.126 -0.080
H -2.221392 0.123263 0.175263 0.009 0.107 0.254
H -2.062266 -0.967262 1.668983 0.093 0.283 0.075
H 0.293822 -0.295749 1.880281 -0.121 0.234 0.019
H 0.398267 2.068148 0.715890 0.007 -0.008 -0.082
H 2.419177 0.580178 0.633529 -0.159 0.005 -0.071
H 1.837668 -0.115016 -0.899945 -0.166 0.122 0.175
H 2.199858 1.602573 -0.795955 -0.068 -0.120 0.102
H -0.492402 0.588466 -1.505807 0.009 0.196 0.065
C -0.434262 -1.890343 -0.632700 -0.029 0.123 -0.403
O -0.720436 -1.350260 -1.677150 0.227 -0.400 0.163
H 0.513422 -1.671754 -0.100988 -0.151 -0.415 -0.280
H -1.115484 -2.622772 -0.155904 0.202 0.060 -0.068
```
Positions in Å, forces in eV/Å.

These are the Löwdin partial charges, in e, on atoms 1 to 6:
1 C -0.014
2 C -0.158
3 C -0.443
4 C -0.049
5 O -0.043
6 H 0.081



# 3
Entry from OMol25: a cluster of 6 separate species, C29H53Br2FIN2O18PS5 in total at a distorted geometry (ωB97M-V/def2-TZVPD).

Summary:
HOMO level: -8.7 eV
DFT total energy: -285122.9395 eV
Kohn-Sham gap: 7.079 eV
Spin multiplicity: 1
SMILES: C/C(Br)=C(/Br)c1c(I)c([PH2]=O)cc2nc(COO)c(CCF)nc12.CCOS(C)(=O)=O.CCOS(C)(=O)=O.CCOS(C)(=O)=O.CCOS(C)(=O)=O.CCOS(C)(=O)=O
F_max: 0.125 hartree/bohr

XYZ file:
```
112
Properties=species:S:1:pos:R:3:forces:R:3
C 0.514065 -2.099432 -4.817114 0.957 -0.325 0.820
C 0.301022 -1.867024 -3.253743 -2.606 1.887 1.175
Br 1.506900 -2.724193 -1.903959 -1.158 0.630 -1.838
C -0.724698 -1.030773 -2.710612 1.067 -1.012 -2.148
Br -0.939399 -0.765438 -0.743723 0.041 -0.056 -1.960
C -1.791836 -0.266439 -3.643788 -0.397 1.639 -1.312
C -1.388815 0.968030 -4.520821 -3.226 -2.363 1.111
I 0.661891 1.670488 -4.469268 -1.531 -0.562 -0.070
C -2.491605 1.667757 -5.391486 -2.466 -3.154 1.408
P -2.187107 3.187207 -6.498044 1.573 2.043 2.196
O -1.123844 4.157871 -5.944368 -1.906 -2.360 -1.337
C -3.931501 1.108737 -5.352534 2.631 -0.357 1.074
C -4.378553 -0.149777 -4.489146 1.626 1.914 -0.783
N -5.763629 -0.519526 -4.584577 3.712 -3.655 3.773
C -5.960767 -1.664702 -3.755393 0.238 0.035 -0.646
C -7.470345 -2.270610 -3.772696 0.457 1.174 0.088
O -8.345638 -1.115997 -3.494349 1.549 -1.606 1.920
O -9.077671 -0.800282 -4.595147 -2.100 0.687 -2.333
C -4.898538 -2.404258 -2.885750 1.385 1.661 -0.743
C -5.237029 -3.722540 -2.006142 1.120 0.556 0.183
C -4.927775 -5.094376 -2.804106 0.913 -0.259 0.827
F -5.931488 -6.122803 -2.558012 1.317 1.933 -0.676
N -3.545811 -1.956695 -2.807339 -3.975 1.258 -2.415
C -3.277480 -0.813098 -3.631739 0.052 0.473 -0.475
H 0.868904 -3.175497 -4.981975 -0.516 1.506 0.322
H 1.386840 -1.408094 -5.139228 -1.560 -1.064 0.371
H -0.427398 -1.940968 -5.450366 1.340 0.059 1.215
H -1.974845 2.797650 -7.869575 -0.236 -0.163 0.796
H -3.442541 3.920615 -6.499352 0.431 -1.110 -0.235
H -4.738207 1.648146 -5.978925 1.380 -1.087 1.184
H -7.749490 -2.706769 -4.791866 0.507 0.618 1.457
H -7.662608 -3.010334 -2.927507 0.477 0.898 -1.290
H -10.035259 -0.774844 -4.326630 1.351 -0.299 0.173
H -4.478009 -3.699931 -1.131008 -1.299 0.155 -1.469
H -6.267959 -3.685591 -1.521055 1.314 -0.167 -1.008
H -4.729361 -4.911450 -3.913337 -0.901 -0.452 1.381
H -3.945564 -5.535401 -2.378007 -1.690 0.711 -0.701
C 3.637975 3.600937 2.244978 0.084 -0.242 -0.209
C 2.304426 3.964136 2.872601 0.886 -0.145 0.535
O 1.256574 4.005922 1.903618 -0.722 -0.478 -0.460
S 0.690450 2.608597 1.318200 -0.115 0.675 -0.431
C -0.721988 3.262691 0.474792 -0.003 0.160 0.082
O 0.239260 1.789830 2.414712 0.530 0.380 -0.527
O 1.609904 2.111388 0.327133 -0.319 -0.061 0.733
H 3.625937 2.581776 1.853312 -0.004 0.070 0.070
H 4.443279 3.666800 2.979957 -0.112 0.083 0.012
H 3.863359 4.266439 1.407815 -0.016 0.014 0.127
H 2.048459 3.276086 3.683965 -0.117 -0.017 -0.149
H 2.376474 4.963461 3.308293 -0.338 -0.035 -0.207
H -1.415977 3.673178 1.207462 0.109 -0.031 -0.026
H -1.190559 2.441797 -0.069809 0.163 -0.058 0.087
H -0.391022 4.029894 -0.224814 0.033 -0.083 0.077
C -0.720983 6.909539 -4.738718 0.149 0.098 -0.051
C -1.317941 8.299162 -4.865134 -0.382 -1.002 -0.327
O -0.433374 9.306177 -4.368066 0.783 0.803 -0.143
S 0.863571 9.698978 -5.249935 -0.269 -0.054 0.520
C 1.340850 11.136368 -4.332019 -0.151 0.032 0.115
O 0.432367 10.106771 -6.561581 0.255 -0.468 0.426
O 1.877569 8.693694 -5.062532 -0.481 0.469 -0.419
H 0.158268 6.797648 -5.375605 -0.135 -0.054 0.017
H -1.444064 6.147908 -5.033141 0.085 0.126 0.044
H -0.401622 6.719902 -3.710467 -0.097 0.034 -0.041
H -1.600530 8.515468 -5.899852 0.155 0.125 0.061
H -2.229523 8.350808 -4.264596 0.217 0.352 0.075
H 0.568966 11.898030 -4.435877 0.042 -0.107 -0.003
H 2.282753 11.495599 -4.747399 -0.091 -0.141 -0.069
H 1.479163 10.858107 -3.287618 -0.032 -0.026 -0.113
C -0.018203 -0.755315 4.174898 0.266 -0.168 -0.100
C -0.546164 -0.215233 5.490798 0.457 0.578 -0.901
O -0.950615 -1.264740 6.372874 0.219 -0.727 0.849
S 0.193065 -2.143328 7.103268 -0.674 0.097 -0.107
C -0.860836 -2.996488 8.242457 -0.164 0.096 -0.035
O 1.059245 -1.263217 7.843318 -0.096 -0.387 -0.590
O 0.709339 -3.108925 6.166566 0.109 0.532 0.508
H 0.904675 -1.320593 4.321300 -0.075 0.035 0.025
H 0.195565 0.059996 3.479524 -0.152 -0.223 0.275
H -0.743629 -1.433818 3.718110 -0.002 0.091 0.050
H 0.190860 0.430575 5.977555 -0.038 -0.166 0.111
H -1.430732 0.395663 5.295171 -0.072 -0.241 0.308
H -1.287098 -2.277159 8.940677 0.054 -0.034 -0.097
H -0.249141 -3.723490 8.777389 0.062 0.120 -0.106
H -1.642180 -3.510415 7.683116 0.091 0.073 0.005
C 7.155549 -1.076105 -5.084381 -0.241 0.038 -0.210
C 7.135590 -1.165139 -3.569137 0.426 -0.688 -0.609
O 6.372335 -0.109169 -2.986472 -0.784 0.348 0.277
S 4.758926 -0.174231 -3.090752 0.300 0.458 0.418
C 4.398479 1.145861 -1.966727 0.172 0.019 0.007
O 4.301357 -1.411457 -2.515466 0.364 0.397 -0.692
O 4.359315 0.242805 -4.411591 0.009 -0.518 0.467
H 6.159565 -1.234257 -5.502766 0.086 -0.010 0.044
H 7.819989 -1.832265 -5.508607 0.032 0.051 0.125
H 7.488476 -0.086603 -5.407514 0.044 -0.103 0.058
H 6.761554 -2.137466 -3.234699 -0.123 0.145 0.047
H 8.156733 -1.066100 -3.193282 -0.243 0.227 0.213
H 4.723042 0.860916 -0.966698 -0.038 -0.015 -0.109
H 3.319572 1.306806 -1.980716 0.040 -0.146 -0.020
H 4.911515 2.046286 -2.303971 -0.015 -0.113 -0.017
C 1.983136 -5.715897 8.788061 -0.066 0.205 0.201
C 1.634916 -7.183903 8.623154 -0.328 0.795 -0.655
O 2.129309 -7.971098 9.707164 -0.122 -0.443 0.928
S 1.379868 -7.872212 11.136790 0.486 -0.189 -0.221
C 2.191704 -9.237551 11.919418 0.092 -0.078 -0.153
O -0.011407 -8.197168 10.959554 0.496 0.490 0.049
O 1.798497 -6.664280 11.800181 -0.539 -0.477 -0.326
H 1.477381 -5.284779 9.654858 0.046 -0.059 -0.035
H 1.682174 -5.144134 7.906773 0.078 -0.134 -0.062
H 3.057123 -5.589925 8.945245 -0.092 -0.018 -0.084
H 0.555799 -7.324370 8.509204 0.069 -0.089 0.164
H 2.106674 -7.561333 7.712920 0.055 -0.247 0.299
H 1.911526 -10.158534 11.409513 0.012 0.116 0.007
H 1.861449 -9.266626 12.958100 -0.066 0.123 -0.121
H 3.268877 -9.078386 11.877865 -0.113 0.034 -0.028
```
Positions in Å, forces in eV/Å.

These are the Löwdin partial charges, in e, on atoms 1 to 6:
1 C -0.127
2 C -0.645
3 Br 0.656
4 C -0.668
5 Br 0.627
6 C -0.179